No. 1
Entry from the Open Molecules 2025 dataset: a molecular structure, C27H28N2O3P2ReS2 (ωB97M-V/def2-TZVPD).

energy relative to the best compared isomer or geometry (same formula, charge and spin) = 39.1 kJ/mol
HOMO (alpha / beta) = -14.58 / -14.59 eV
molecular weight = 740.8 g mol⁻¹
LUMO level (alpha / beta) = -7.1 / -9.1 eV

The geometry in ORCA input format:
```
! RIJCOSX wB97M-V def2-TZVPD def2/J DEFGRID3
* xyz 2 4
C -1.658 2.873 -3.743
C -1.334 1.716 -3.036
C 0.039 1.429 -2.838
C 1.043 2.358 -3.137
C 0.699 3.491 -3.875
C -0.643 3.732 -4.183
C 2.369 2.006 -2.541
C 2.702 0.590 -2.898
C 1.668 -0.312 -2.617
C 1.886 -1.710 -2.539
C 3.134 -2.189 -2.938
C 4.128 -1.297 -3.362
C 3.926 0.083 -3.338
H -2.710 3.091 -3.933
H 1.487 4.169 -4.208
H -0.921 4.621 -4.745
H 3.157 2.706 -2.824
H 3.315 -3.265 -2.902
H 5.085 -1.699 -3.687
H 4.704 0.781 -3.655
N 0.431 0.224 -2.247
Re 0.101 0.183 -0.033
C -2.345 0.794 -2.421
H -2.289 -0.222 -2.836
H -3.363 1.178 -2.541
C 0.792 -2.574 -1.988
H -0.102 -2.557 -2.629
H 1.132 -3.610 -1.886
P -2.047 0.610 -0.591
P 0.185 -2.012 -0.290
C 1.313 -2.974 0.791
H 1.010 -2.825 1.835
H 1.242 -4.040 0.539
H 2.347 -2.630 0.672
C -1.320 -3.053 -0.158
H -1.033 -4.113 -0.175
H -1.824 -2.834 0.792
H -2.006 -2.850 -0.988
C -2.491 2.259 0.047
H -3.439 2.576 -0.405
H -2.588 2.198 1.141
H -1.700 2.978 -0.197
C -3.470 -0.393 -0.071
H -3.430 -0.526 1.018
H -4.386 0.144 -0.345
H -3.453 -1.374 -0.557
C -0.623 -0.016 1.746
O -1.056 -0.184 2.827
H 2.192 1.980 -1.407
O 0.102 3.188 3.842
S 1.496 2.927 3.581
O 2.475 3.967 3.780
N 1.643 2.195 2.068
C 2.199 1.009 2.136
S 2.367 0.209 0.589
C 2.397 0.473 3.485
C 2.642 -0.831 3.915
C 2.534 -1.126 5.279
C 2.194 -0.127 6.208
C 1.925 1.179 5.774
C 2.014 1.443 4.415
H 2.904 -1.578 3.168
H 2.708 -2.142 5.629
H 2.123 -0.365 7.267
H 1.644 1.978 6.458
*
```

---

No. 2
Entry from the Open Molecules 2025 dataset: a single C27H28N2O4 molecule (ωB97M-V/def2-TZVPD).

energy relative to the best compared isomer or geometry (same formula, charge and spin) = 176.0 kJ/mol
HOMO = -7.66 eV
molecular weight = 444.5 g mol⁻¹
LUMO level = -0.6 eV

The geometry in ORCA input format:
```
! RIJCOSX wB97M-V def2-TZVPD def2/J DEFGRID3
* xyz 0 1
C 6.520 0.211 0.656
H 7.257 0.937 0.321
H 6.920 -0.315 1.520
H 6.363 -0.515 -0.139
C 5.205 0.901 1.012
H 4.888 1.499 0.150
C 5.366 1.834 2.223
C 5.050 1.102 3.523
H 5.670 0.206 3.585
H 5.298 1.732 4.378
C 3.567 0.717 3.575
H 3.446 -0.165 4.206
H 2.988 1.525 4.026
C 3.016 0.430 2.173
C 4.112 -0.151 1.280
N 3.552 -0.614 0.027
C 3.619 -1.885 -0.391
O 4.183 -2.783 0.196
C 2.909 -2.119 -1.740
H 3.285 -1.405 -2.482
H 3.097 -3.145 -2.060
O 1.492 -2.001 -1.635
C 0.949 -0.788 -1.709
O 1.597 0.232 -1.819
C -0.530 -0.808 -1.586
C -1.128 0.120 -0.772
C -2.541 0.094 -0.609
N -3.336 -0.758 -1.202
C -2.775 -1.661 -2.030
C -3.638 -2.563 -2.688
C -3.141 -3.494 -3.556
C -1.764 -3.558 -3.807
C -0.899 -2.701 -3.181
C -1.369 -1.740 -2.268
H 0.158 -2.761 -3.388
H -1.385 -4.291 -4.503
H -3.806 -4.181 -4.058
H -4.694 -2.480 -2.483
C -2.948 1.137 0.306
C -4.227 1.371 0.658
C -4.685 2.384 1.554
C -5.972 2.678 1.953
C -5.876 3.766 2.843
C -4.548 4.062 2.929
O -3.822 3.238 2.159
H -4.016 4.809 3.484
H -6.678 4.261 3.350
H -6.863 2.173 1.642
H -4.994 0.742 0.231
C -1.720 1.874 0.766
H -1.627 1.812 1.851
H -1.799 2.933 0.514
C -0.526 1.209 0.055
H 0.012 1.911 -0.584
H 0.194 0.801 0.766
H 3.072 0.069 -0.548
H 4.546 -1.035 1.758
H 2.184 -0.274 2.236
H 2.645 1.349 1.714
H 6.386 2.218 2.248
H 4.695 2.691 2.130
*
```

---

No. 3
Entry from the Open Molecules 2025 dataset: a molecular structure, C27H28N2SiV (ωB97M-V/def2-TZVPD).

energy relative to the best compared isomer or geometry (same formula, charge and spin) = 93.4 kJ/mol
HOMO (alpha / beta) = -5.30 / -7.50 eV
molecular weight = 459.6 g mol⁻¹
LUMO level (alpha / beta) = 0.3 / 0.2 eV

The geometry in ORCA input format:
```
! RIJCOSX wB97M-V def2-TZVPD def2/J DEFGRID3
* xyz 0 4
C 0.694 2.082 3.310
C 1.096 2.405 1.962
C -0.090 2.667 1.202
H 2.122 2.538 1.618
C -1.223 2.447 2.053
C -0.736 2.139 3.364
H -1.344 2.038 4.263
H 1.352 1.961 4.170
H -0.126 3.005 0.167
H -2.269 2.572 1.780
V -0.083 0.575 1.939
C -0.305 -0.228 0.001
H -1.224 0.185 -0.423
H -0.307 -1.320 0.145
H 0.627 0.185 -0.415
Si -0.365 -1.047 -3.360
C 1.292 -0.898 -4.156
C 2.048 0.282 -4.011
H 1.639 1.134 -3.460
C 3.342 0.353 -4.542
H 3.921 1.271 -4.432
C 3.896 -0.753 -5.196
H 4.915 -0.705 -5.581
C 3.144 -1.926 -5.337
H 3.574 -2.785 -5.853
C 1.854 -2.010 -4.804
H 1.280 -2.936 -4.863
C -1.503 0.216 -4.055
C -1.238 0.757 -5.326
H -0.425 0.349 -5.931
C -1.983 1.841 -5.794
H -1.761 2.264 -6.774
C -2.994 2.396 -5.003
H -3.550 3.266 -5.352
C -3.290 1.833 -3.754
H -4.084 2.259 -3.139
C -2.563 0.734 -3.285
H -2.787 0.286 -2.312
H -0.063 -0.647 -1.982
H -0.950 -2.411 -3.179
N 1.592 -0.415 2.663
C 1.227 -1.175 3.843
C 2.151 -1.569 4.789
C 1.673 -2.152 5.979
C 0.314 -2.332 6.201
C -0.655 -1.904 5.248
C -2.053 -1.878 5.447
C -2.881 -1.238 4.534
C -2.338 -0.598 3.419
N -1.000 -0.639 3.195
C -0.153 -1.329 4.051
H 2.414 0.177 2.828
H 1.977 -1.069 1.980
H 3.218 -1.395 4.612
H 2.390 -2.463 6.740
H -0.056 -2.776 7.126
H -2.451 -2.348 6.347
H -3.962 -1.201 4.666
H -2.940 -0.072 2.677
*
```